(1)
Entry from the Open Molecules 2025 dataset: a 15-piece molecular cluster, C5H39NO15 overall (ωB97M-V with the def2-TZVPD basis set).

The geometry in XYZ format:
```
60
C5H39NO15 (ωB97M-V with the def2-TZVPD basis set)
C 0.75807 -0.15960 3.30319
C 1.73670 -0.11268 2.18021
N 1.53497 -1.22199 1.20125
C 2.73846 -1.96174 0.99518
C 0.81388 -0.74230 -0.05501
C -0.10345 -1.91325 -0.54960
O -1.30684 -1.74111 -0.55871
H 1.14321 0.35835 4.17147
H -0.14585 0.40577 3.07619
H 0.67153 -1.18532 3.67719
H 1.83786 0.99640 1.62281
H 2.70737 -0.06132 2.63756
H 2.89257 -2.45971 -0.02729
H 3.72693 -1.61608 1.45506
H 2.48666 -2.82411 1.65180
H 1.41649 -0.59248 -0.92917
H 0.09129 -0.02912 0.14703
H 0.35200 -2.84951 -0.98515
H 1.50777 3.58649 2.03364
H 2.18586 2.43920 2.33229
O 1.58114 3.14877 2.82212
H -0.53922 -4.73400 -1.27603
H -0.23475 -4.49602 0.28640
O 0.09685 -4.78126 -0.56610
H 0.03009 -2.54942 1.78714
H 0.78731 -3.08576 2.95049
O -0.00941 -3.13948 2.62997
H -2.10965 -2.62743 -2.15632
H -2.55245 -4.14723 -1.45102
O -2.24343 -3.66604 -2.26802
H 0.67389 1.68711 -2.86037
H 1.43100 0.70028 -3.99854
O 0.98214 0.70229 -3.03902
H -3.11066 3.43032 0.88632
H -3.05805 3.31773 2.41041
O -2.80643 3.81580 1.66335
H -1.31565 3.20992 0.37953
H -0.88881 4.60728 0.58039
O -0.71453 3.83267 0.02519
H -2.64362 0.79098 1.20335
H -2.66332 0.98501 -0.44423
O -2.65418 1.37013 0.48590
H 2.03723 -2.96195 -3.21320
H 3.20309 -2.02208 -2.93868
O 2.53580 -2.11346 -3.56149
H 0.25067 3.72124 -1.83880
H 1.09576 4.11570 -3.01352
O 1.03682 3.48777 -2.37585
H -3.09594 2.27872 -1.90219
H -2.65245 1.07873 -2.37593
O -3.38925 1.60423 -2.52973
H -1.65572 -0.90517 -3.60497
H -0.44347 -0.12382 -2.91815
O -1.41986 -0.37127 -2.85102
H -4.34934 -1.06927 1.37057
H -2.88312 -1.41039 1.89947
O -3.59182 -0.81652 1.87355
H 2.01157 2.63877 -0.05394
H 3.34818 3.46646 0.12304
O 2.87810 2.71477 0.48005
```

Output
Energy above the lowest of the compared OMol25 structures with the same formula, charge and spin   196.0 kcal per mole
E_LUMO   -0.01 eV
HOMO-LUMO gap   0.3284 Eh
Molecular weight   353.4 g mol⁻¹
Maximum force   8.9 eV/A
Energy   -1397.06815 hartree

Taken from the Mulliken analysis, the atomic charges in e are: -1.128, -0.022, 0.695, -0.953, -0.828, -0.182, -0.329, 0.465, 0.173, 0.341, -0.676, 0.546, 0.184, 0.309, 0.293, 0.339, 0.309, 0.539, 0.338, 0.521, -0.605, 0.347, 0.360, -0.713, 0.332, 0.222, -0.678, 0.286, 0.306, -0.696, 0.365, 0.294, -0.660, 0.283, 0.282, -0.627, 0.426, 0.272, -0.607, 0.172, 0.176, -0.387, 0.319, 0.289, -0.618, 0.338, 0.246, -0.614, 0.392, 0.254, -0.619, 0.274, 0.419, -0.661, 0.292, 0.287, -0.624, 0.346, 0.282, -0.686

---

(2)
Entry from the Open Molecules 2025 dataset: one molecule with the formula C26H37BrClN3OS (ωB97M-V with the def2-TZVPD basis set).

The geometry in XYZ format:
```
70
C26H37BrClN3OS (ωB97M-V with the def2-TZVPD basis set)
C -4.15483 -1.33827 -0.03127
C -3.80768 -2.37906 -1.09498
C -2.85831 -1.82775 -2.16358
C -1.41204 -1.84279 -1.67317
O -0.61736 -0.84622 -2.30761
N -0.44572 0.28380 -1.42599
C -0.56077 1.45745 -2.22401
C 0.44556 1.80007 -3.10796
C 0.32319 2.93431 -3.89933
C -0.81341 3.71702 -3.79051
C -1.80752 3.37147 -2.90125
Cl -3.20567 4.38554 -2.77671
C -1.71305 2.23801 -2.09507
N -2.74273 1.88223 -1.21500
C -2.90064 2.68541 0.01568
C -1.65389 3.41828 0.48257
S 1.88653 0.79319 -3.21969
C 2.00665 0.34704 -1.51346
C 3.24893 0.20549 -0.90311
C 4.54996 0.34522 -1.64148
C 5.16411 -0.96179 -2.17403
C 4.92246 -2.18555 -1.31219
Br 4.56206 -1.34364 -3.99198
C 3.26890 -0.05561 0.46553
C 2.10997 -0.17494 1.20078
C 0.85816 -0.05693 0.59619
C -0.38030 -0.16191 1.45187
C -0.57547 -1.54772 2.10323
C -1.16477 -1.48900 3.52853
C -0.12639 -1.71482 4.63477
C 0.61381 -0.43580 5.06635
N 2.05115 -0.62652 5.32623
C 0.82738 0.18463 -0.77639
H -4.48525 -0.41481 -0.51348
H -4.93820 -1.68468 0.63923
H -3.26962 -1.08998 0.56243
H -4.72227 -2.74385 -1.56273
H -3.30843 -3.22631 -0.61346
H -3.11606 -0.79002 -2.39336
H -2.94022 -2.40347 -3.08572
H -1.38382 -1.69547 -0.59355
H -0.93529 -2.79985 -1.89815
H 1.12653 3.19495 -4.57525
H -0.91902 4.60804 -4.39257
H -2.60498 0.91322 -0.96166
H -3.72317 3.38820 -0.12726
H -3.21110 1.98928 0.79734
H -1.39492 4.25236 -0.16952
H -0.79461 2.74326 0.53140
H -1.82112 3.80583 1.48833
H 5.29549 0.78351 -0.97306
H 4.43305 1.04284 -2.47160
H 6.23542 -0.80476 -2.27765
H 5.33183 -2.01359 -0.31548
H 5.41953 -3.05128 -1.74542
H 3.85966 -2.40686 -1.23482
H 4.21925 -0.13660 0.97933
H 2.16102 -0.35704 2.26887
H -0.27833 0.58224 2.24658
H -1.25083 0.12440 0.86549
H -1.24457 -2.13892 1.47710
H 0.39217 -2.04832 2.13628
H -1.94008 -2.25028 3.61966
H -1.64487 -0.51987 3.68535
H -0.62986 -2.14102 5.50396
H 0.60405 -2.45693 4.30250
H 0.47951 0.33519 4.30507
H 0.15003 -0.06442 5.98171
H 2.61409 -0.01145 4.75705
H 2.33673 -1.57440 5.12409
```

Output
E_LUMO   0.59 eV
Structure (SMILES)   CCCCON1c2c(ccc(Cl)c2NCC)Sc2c(C[C@@H](C)Br)ccc(CCCCCN)c21
HOMO-LUMO gap   0.3168 Eh
Molecular weight   555.0 g mol⁻¹
Maximum force   0.5 eV/A
Energy   -4684.78599 hartree

Taken from the Mulliken analysis, the atomic charges in e are: -0.741, -0.764, -0.422, 0.054, -0.503, 1.956, 0.101, 0.706, -0.683, -0.674, 1.059, -0.222, -1.403, -0.173, -0.719, -0.872, -0.369, 0.578, 0.731, -1.707, 0.167, -1.340, -0.174, -0.938, -0.066, -0.612, 0.277, -0.543, -1.070, -0.777, -0.309, -0.685, -1.082, 0.270, 0.481, -0.057, 0.418, 0.299, 0.251, 0.351, -0.409, 0.398, 0.447, 0.469, -0.473, 0.505, 0.373, 0.285, 0.076, 0.417, 0.476, 0.605, 0.413, 0.312, 0.460, 0.304, 0.450, 0.409, 0.544, -0.482, 0.168, 0.836, 0.443, 0.370, 0.342, 0.417, 0.111, 0.399, 0.276, 0.270

---

(3)
Entry from the Open Molecules 2025 dataset: C21H26F2GdN4O5 as an isolated structure (ωB97M-V with the def2-TZVPD basis set).

The geometry in XYZ format:
```
59
C21H26F2GdN4O5 (ωB97M-V with the def2-TZVPD basis set)
Gd -0.01788 -0.42385 -0.04668
O 0.19264 -2.95776 -0.95125
C 0.05904 -3.32650 -2.32569
C 0.08509 -2.06427 -3.16952
N -0.68258 -0.97343 -2.55452
C -2.12350 -1.29825 -2.39816
C -2.64700 -0.67431 -1.10268
O -3.50254 0.19460 -1.13147
O -2.02980 -1.09419 -0.03574
C -0.51136 0.30219 -3.27523
C -0.61829 1.47833 -2.30646
O -1.34268 2.44211 -2.53562
O 0.10737 1.34927 -1.24428
H 0.24212 -3.75221 -0.41077
H 0.88882 -3.96613 -2.63462
H -0.86807 -3.88598 -2.46905
H 1.11353 -1.71747 -3.27069
H -0.28492 -2.30741 -4.17378
H -2.71176 -0.93209 -3.24126
H -2.24564 -2.37565 -2.31462
H 0.49937 0.34005 -3.68710
H -1.22910 0.42065 -4.08914
F 4.88768 -2.53716 -2.01755
C 4.13114 -2.28546 -0.93839
C 3.07917 -1.39335 -1.04524
C 2.29706 -1.13250 0.06725
C 2.59662 -1.72850 1.29644
C 3.63629 -2.65713 1.33288
F 3.90798 -3.32673 2.47051
C 4.41885 -2.95342 0.23543
C 1.81973 -1.37033 2.52052
C 2.36714 -1.40555 3.80215
C 1.58610 -1.04701 4.88420
C 0.26979 -0.65471 4.68209
C -0.19156 -0.60819 3.38446
N 0.56036 -0.94295 2.33201
H 2.90024 -0.92572 -2.00717
H 5.22401 -3.67026 0.30137
H 3.39222 -1.70715 3.94395
H 2.00294 -1.07295 5.88233
H -0.37705 -0.38444 5.50391
H -1.20633 -0.29584 3.16350
N -2.27955 3.97173 -0.45739
C -1.21505 4.63787 0.35457
C -0.28421 3.57052 0.91644
N -0.96470 2.48520 1.62764
C -2.17870 2.00190 0.97508
C -3.10100 3.06996 0.41374
H -1.84718 3.40289 -1.23754
H -2.87386 4.66619 -0.90652
H -1.72295 5.20194 1.13822
H -0.67383 5.32894 -0.28905
H 0.42533 4.04387 1.59338
H 0.28208 3.14485 0.09031
H -1.16051 2.75829 2.58279
H -2.74104 1.36572 1.65612
H -1.91453 1.38142 0.12573
H -3.55533 3.68959 1.18774
H -3.87019 2.60076 -0.19757
```

Output
Energy above the lowest of the compared OMol25 structures with the same formula, charge and spin   4.5 kcal per mole
E_LUMO (alpha / beta)   -3.20 / -2.21 eV
⟨S²⟩   15.964
Charge   +1
Multiplicity   8
HOMO-LUMO gap (alpha / beta)   0.2856 / 0.3267 Eh
Molecular weight   609.7 g mol⁻¹
Maximum force   2.4 eV/A
Energy   -2376.32788 hartree

Taken from the Mulliken analysis, the atomic charges in e are: 0.670, -0.188, -0.826, -0.746, 0.446, -0.531, 0.638, -0.620, -0.607, -0.769, 0.772, -0.840, -0.479, 0.186, 0.405, 0.511, 0.467, 0.288, 0.414, 0.293, 0.380, 0.342, -0.333, 0.355, -0.701, -0.225, 0.245, 0.553, -0.345, -0.798, 0.668, -0.902, -0.294, -1.032, -0.032, -0.150, 0.607, 0.514, 0.456, 0.437, 0.404, 0.527, 0.151, -0.689, -0.451, -0.181, -0.083, -1.126, 0.073, 0.392, 0.374, 0.405, 0.611, 0.027, 0.336, 0.476, -0.396, 0.404, 0.517

---

> Which of these has the lowest molecular weight?

C5H39NO15

---

> What is the formula in the first record?

C5H39NO15

---

> Which of these has the highest maximum force?

C5H39NO15

---

> Which of these has the lowest molecular weight?

C5H39NO15